DFT (wB97M-V/def2-TZVPD) results for an isolated molecule of C3H6INOS.

The gap between HOMO and LUMO is 8.70 eV. Its SMILES is CN(C)C(=O)SI. The energy above the lowest of the compared OMol25 structures with the same formula, charge and spin comes out at 69.45 kJ/mol. For the largest force on an atom, the calculation gives 5.19 eV/Å. The electronic energy is -25681.0672 eV. The LUMO energy comes out at -0.014 eV.

Each line ends with the Mulliken charge.
Cartesian coordinates (Å):
C  0.67  1.23  -0.04  -1.15
N  0.21  -0.08  -0.12  0.06
C  1.31  -0.98  -0.02  -1.07
C  -1.11  -0.49  0.07  0.65
O  -1.58  -1.58  0.10  -0.52
S  -2.23  0.97  0.00  -0.26
I  -4.31  0.05  0.04  0.06
H  0.89  1.60  0.87  0.34
H  1.57  1.19  -0.68  0.33
H  -0.01  1.85  -0.62  0.49
H  1.49  -0.87  1.02  0.47
H  0.92  -2.01  0.00  0.30
H  2.19  -0.87  -0.62  0.31